Entry 1:
2 unconnected molecules or ions with the total composition C7H12O6S at a distorted geometry, computed with ωB97M-V/def2-TZVPD.

Calculated values
- 2S+1: 1
- Strongest force on any atom: 2.0 eV/Å
- LUMO level: 0.42 eV
- Electronic energy: -1123.53127 hartree
- HOMO energy: -9.37 eV
- Structure (SMILES): C[C@@H]1COC(=O)O1.CCOC(=O)OS
- HOMO-LUMO gap: 9.8 eV

Cartesian coordinates (Å):
1 C 0.73705 1.13681 -3.38146
2 C -0.57727 0.74978 -2.75390
3 C -1.22830 1.81899 -1.90698
4 O -1.98033 1.03895 -0.96177
5 C -1.35947 -0.15221 -0.83157
6 O -1.60280 -0.95630 0.00546
7 O -0.40362 -0.29967 -1.77836
8 H 1.18679 0.28194 -3.88443
9 H 0.59163 1.93312 -4.11034
10 H 1.44350 1.47471 -2.62258
11 H -1.26894 0.38014 -3.51532
12 H -1.88730 2.47484 -2.46904
13 H -0.50026 2.41955 -1.35738
14 C -0.98765 -0.52812 3.61726
15 C -0.01430 -0.31599 2.47859
16 O 1.34195 -0.61428 2.86777
17 C 1.86090 -1.64796 2.20784
18 O 1.56647 -2.80876 2.37318
19 O 2.85569 -1.23585 1.33956
20 S 2.72827 -1.89930 -0.19753
21 H -0.50573 -0.40101 4.57251
22 H -1.80418 0.16751 3.49123
23 H -1.40059 -1.52451 3.58927
24 H -0.34042 -0.90219 1.62998
25 H -0.03443 0.72848 2.20299
26 H 1.58332 -1.31867 -0.60497

Atomic forces in eV per Å
C 0.2 -0.2 0.2
C 0.3 0.2 -0.2
C -0.2 0.0 0.0
O 0.1 0.1 -0.1
C 0.0 0.1 -0.1
O -0.2 -0.2 0.0
O -0.1 0.0 -0.1
H -0.1 0.0 -0.1
H 0.0 0.0 0.0
H 0.0 0.1 0.0
H -0.1 0.0 0.1
H -0.1 -0.1 0.1
H 0.1 0.0 0.0
C 0.1 -0.3 -0.3
C -0.6 0.2 0.5
O 0.4 0.1 -0.3
C 0.0 -2.0 0.4
O 0.2 1.5 -0.3
O -0.7 0.4 -0.1
S 0.4 -0.3 -0.1
H 0.1 0.3 0.3
H -0.3 0.2 0.2
H -0.1 -0.4 0.0
H 0.4 -0.1 -0.1
H 0.3 0.3 -0.2
H 0.0 0.2 0.2

Entry 2:
A molecular structure, C25H18AsNO6Ru, computed with ωB97M-V/def2-TZVPD.

Calculated values
- 2S+1: 5
- ⟨S²⟩: 6.02
- Strongest force on any atom: 0.6 eV/Å
- LUMO level (spin up / spin down): -7.53 / -9.33 eV
- Electronic energy: -3799.71232 hartree
- HOMO energy (spin up / spin down): -15.09 / -15.10 eV
- HOMO-LUMO gap (spin up / spin down): 7.6 / 5.8 eV
- Charge: +2

Cartesian coordinates (Å):
1 Ru -1.20278 0.41131 -1.43193
2 O -3.42007 5.97918 -0.93839
3 C -2.87516 4.79040 -1.07903
4 C -1.48779 4.58122 -1.21778
5 C -1.04955 3.28974 -1.35354
6 N -1.90886 2.27411 -1.34923
7 C -3.22915 2.44249 -1.23013
8 C -3.76352 3.69163 -1.08868
9 C -3.96789 1.12335 -1.27395
10 O -5.13127 0.95719 -1.20124
11 O -3.06433 0.08332 -1.41010
12 C 0.37372 2.80873 -1.51444
13 O 1.33469 3.49946 -1.57638
14 O 0.39997 1.45843 -1.67269
15 H -2.77601 6.70319 -0.94048
16 H -0.77491 5.39615 -1.22166
17 H -4.83081 3.83852 -0.99064
18 O -0.78033 0.10430 0.55934
19 As 0.52362 -1.03662 0.77024
20 C 0.03858 -2.48612 1.87500
21 C -0.20837 -2.23864 3.22598
22 C -0.53394 -3.29679 4.05469
23 C -0.60176 -4.58664 3.53962
24 C -0.33792 -4.82923 2.19818
25 C -0.01985 -3.77711 1.35529
26 C 0.51895 -1.56238 -1.09073
27 C 1.55511 -1.29334 -1.97440
28 C 1.31283 -1.29228 -3.34754
29 C 0.03216 -1.50375 -3.84001
30 C -1.01642 -1.81866 -2.96879
31 C -0.76712 -1.88849 -1.58812
32 C 2.13042 -0.17266 1.25624
33 C 3.20951 -0.98493 1.60836
34 C 4.40807 -0.38736 1.95965
35 C 4.51377 0.99863 1.97134
36 C 3.42962 1.79807 1.63173
37 C 2.22733 1.21494 1.26817
38 H -0.14818 -1.23517 3.63175
39 H -0.72952 -3.12148 5.10334
40 H -0.86333 -5.40943 4.19119
41 H -0.37686 -5.83837 1.81262
42 H 0.19089 -3.97233 0.31014
43 H 2.53256 -1.01817 -1.59645
44 H 2.12146 -1.07348 -4.03150
45 H -0.15602 -1.44669 -4.90367
46 H -2.00495 -2.04760 -3.34697
47 H -1.55002 -2.22489 -0.91257
48 H 3.11964 -2.06563 1.62023
49 H 5.25648 -0.99885 2.23365
50 H 5.45049 1.46013 2.25349
51 H 3.52215 2.87504 1.65411
52 H 1.37467 1.82755 1.00669

Atomic forces in eV per Å
Ru 0.0 0.3 0.2
O 0.0 0.0 0.0
C 0.0 0.0 0.0
C 0.1 -0.1 0.0
C 0.2 0.3 0.2
N -0.1 -0.2 -0.2
C -0.3 0.0 0.0
C 0.0 -0.1 0.0
C 0.2 -0.2 0.0
O 0.0 0.1 0.0
O -0.2 0.1 0.1
C 0.0 0.0 -0.6
O 0.0 0.0 0.2
O 0.0 0.0 0.1
H 0.0 0.0 0.0
H 0.0 0.0 0.0
H 0.0 0.0 0.0
O 0.3 -0.3 0.3
As -0.2 0.1 -0.2
C 0.0 0.0 0.2
C 0.0 0.1 0.0
C 0.0 -0.1 0.0
C 0.0 0.0 0.0
C 0.0 0.0 0.1
C 0.0 0.0 -0.1
C 0.0 -0.2 -0.1
C 0.0 0.0 0.1
C 0.0 0.0 0.0
C 0.0 0.0 0.0
C 0.1 0.0 0.0
C 0.0 -0.1 -0.1
C 0.0 -0.1 0.1
C -0.1 0.0 0.0
C 0.0 0.0 0.0
C 0.0 0.0 0.0
C 0.0 0.0 0.0
C -0.1 0.0 -0.1
H 0.0 0.0 0.0
H 0.0 0.0 0.0
H 0.0 0.0 0.0
H 0.0 0.0 0.0
H 0.0 0.0 0.0
H 0.0 0.0 0.0
H 0.0 0.0 0.0
H 0.0 0.0 0.0
H 0.0 0.0 0.0
H 0.0 0.0 0.0
H 0.0 0.0 0.0
H 0.0 0.0 0.0
H 0.0 0.0 0.0
H 0.0 0.0 0.0
H 0.0 0.0 0.0

Entry 3:
A single C29H32N4O3 molecule, computed with ωB97M-V/def2-TZVPD.

Calculated values
- 2S+1: 1
- Strongest force on any atom: 0.9 eV/Å
- LUMO level: 0.67 eV
- Electronic energy: -1569.08364 hartree
- HOMO energy: -8.82 eV
- Structure (SMILES): Cc1ccc([C@@H](C(=O)NC2CCCCC2)N(Cc2ccco2)C(=O)Cn2cnc3ccccc32)cc1
- HOMO-LUMO gap: 9.5 eV

Cartesian coordinates (Å):
1 C -6.75912 -2.33743 0.02374
2 C -5.36551 -1.84654 0.27249
3 C -4.30751 -2.74527 0.34794
4 C -3.01706 -2.31038 0.57797
5 C -2.74778 -0.95477 0.72871
6 C -1.33851 -0.49877 1.01200
7 C -0.26788 -1.28730 0.21826
8 O -0.51467 -1.88252 -0.80872
9 N 0.95759 -1.15448 0.75402
10 C 2.17825 -1.69321 0.16402
11 C 2.39829 -1.16205 -1.25365
12 C 3.71610 -1.69428 -1.80554
13 C 3.71247 -3.21961 -1.81484
14 C 3.46748 -3.75969 -0.40939
15 C 2.15280 -3.22302 0.14739
16 N -1.08646 0.90791 0.69666
17 C -1.17115 1.25594 -0.71073
18 C -1.92280 2.51741 -1.00023
19 C -1.79702 3.39518 -2.03779
20 C -2.79303 4.38487 -1.84395
21 C -3.44700 4.03726 -0.70526
22 O -2.92896 2.90806 -0.18862
23 C -0.56390 1.68086 1.67134
24 O -0.50116 1.31134 2.83093
25 C 0.04442 3.03138 1.27164
26 N 1.26517 2.81644 0.54321
27 C 1.57848 3.25869 -0.70860
28 N 2.75071 2.89520 -1.12191
29 C 3.28794 2.16085 -0.09319
30 C 4.52246 1.52962 0.01562
31 C 4.79371 0.85633 1.18731
32 C 3.87210 0.80754 2.23684
33 C 2.64185 1.42883 2.15317
34 C 2.35982 2.10135 0.97317
35 C -3.80327 -0.05600 0.67893
36 C -5.09402 -0.49796 0.44901
37 H -7.45369 -1.50719 -0.07605
38 H -6.79496 -2.93496 -0.88598
39 H -7.08970 -2.96842 0.84834
40 H -4.49955 -3.80162 0.22649
41 H -2.21479 -3.02894 0.63504
42 H -1.14643 -0.60973 2.08705
43 H 1.05818 -0.62650 1.60738
44 H 3.00126 -1.35167 0.80088
45 H 2.41368 -0.07052 -1.23998
46 H 1.57201 -1.48939 -1.88514
47 H 3.86794 -1.31358 -2.81678
48 H 4.53850 -1.33232 -1.18385
49 H 4.66527 -3.59272 -2.19561
50 H 2.92168 -3.57355 -2.47911
51 H 3.43970 -4.85076 -0.42780
52 H 4.28876 -3.45575 0.24455
53 H 1.98860 -3.59800 1.16027
54 H 1.32213 -3.55084 -0.47847
55 H -0.17404 1.33483 -1.16356
56 H -1.68425 0.42045 -1.20092
57 H -1.09332 3.33768 -2.84274
58 H -2.98683 5.23237 -2.46791
59 H -4.26010 4.48869 -0.17341
60 H 0.25768 3.56480 2.20568
61 H -0.63013 3.63305 0.66332
62 H 0.89711 3.86157 -1.27821
63 H 5.23164 1.57542 -0.79472
64 H 5.74346 0.35556 1.30581
65 H 4.13254 0.27424 3.13941
66 H 1.93798 1.39969 2.97100
67 H -3.62263 0.99575 0.83239
68 H -5.90052 0.22061 0.41066

Atomic forces in eV per Å
C 0.0 0.0 0.0
C 0.0 0.1 0.0
C 0.0 0.0 0.1
C 0.0 0.0 0.0
C 0.0 0.1 0.0
C 0.0 -0.3 0.2
C -0.1 0.2 0.5
O -0.1 -0.2 -0.4
N 0.3 0.0 0.2
C -0.2 -0.2 -0.4
C 0.3 0.1 0.1
C -0.2 -0.1 -0.2
C 0.3 0.1 0.2
C -0.2 -0.1 -0.2
C 0.3 0.1 0.2
N -0.4 -0.3 0.0
C -0.1 0.1 -0.2
C 0.4 0.2 -0.8
C 0.1 -0.5 0.5
C -0.4 0.0 0.4
C 0.0 0.7 -0.6
O 0.1 -0.4 0.3
C 0.0 0.4 0.1
O 0.1 0.1 0.3
C -0.2 0.1 0.4
N 0.1 0.0 -0.1
C 0.1 0.1 -0.1
N 0.2 0.2 -0.6
C -0.4 -0.1 0.6
C -0.1 0.0 0.0
C 0.2 -0.1 -0.1
C 0.0 0.0 0.1
C -0.1 0.0 0.2
C 0.6 -0.1 -0.3
C 0.2 0.0 0.1
C -0.1 -0.1 0.0
H -0.1 0.0 0.0
H -0.1 0.0 -0.1
H -0.1 0.0 0.0
H 0.0 -0.1 0.0
H 0.1 -0.1 -0.1
H 0.0 0.0 -0.3
H -0.1 0.0 0.0
H -0.1 0.0 0.0
H -0.1 0.0 0.0
H 0.0 0.0 0.0
H 0.1 0.1 0.0
H 0.1 0.0 0.0
H 0.0 -0.1 -0.1
H 0.0 -0.1 -0.1
H 0.1 0.0 0.1
H 0.1 0.0 0.0
H -0.1 0.0 0.0
H -0.1 0.0 0.0
H -0.2 -0.1 0.0
H 0.1 0.1 0.1
H 0.2 -0.1 -0.2
H -0.1 0.2 -0.1
H -0.1 0.0 0.1
H -0.1 -0.1 -0.2
H 0.1 0.0 0.0
H -0.3 0.1 0.0
H 0.1 0.0 -0.1
H 0.1 0.0 0.0
H 0.0 0.0 0.1
H -0.1 0.0 0.1
H 0.0 0.1 0.0
H -0.1 0.1 0.0

Entry 4:
A molecular structure, C25H27KN7O6S, computed with ωB97M-V/def2-TZVPD.

Calculated values
- 2S+1: 1
- Strongest force on any atom: 0.6 eV/Å
- LUMO level: 2.30 eV
- Electronic energy: -2801.86425 hartree
- HOMO energy: -5.05 eV
- HOMO-LUMO gap: 7.4 eV
- Charge: -1

Cartesian coordinates (Å):
1 K 0.79354 -0.19641 0.55324
2 O 4.62335 -1.73489 -1.71086
3 C 3.64323 -1.54968 -0.81948
4 O 2.48489 -1.48474 -1.12825
5 C 4.14840 -1.45633 0.60881
6 O 3.20132 -0.74722 1.33448
7 C 3.31800 -0.75298 2.75474
8 C 2.25452 0.16103 3.46139
9 O 2.32098 0.10826 4.69314
10 O 1.51025 0.86521 2.72842
11 H 4.21392 -1.75157 -2.59809
12 H 5.13121 -0.96996 0.62596
13 H 4.28488 -2.48429 0.97927
14 H 4.30407 -0.37363 3.04593
15 H 3.21342 -1.77776 3.12631
16 C -4.38542 0.33624 -0.82855
17 C -2.90162 0.48850 -1.00020
18 N -2.03322 -0.22186 -0.37902
19 N -2.53776 -1.09963 0.55737
20 C -1.66075 -2.04628 0.87929
21 O -0.58564 -2.33438 0.31046
22 C -2.05659 -2.83325 2.11327
23 C -1.11225 -3.65843 2.71321
24 C -1.42183 -4.36453 3.86682
25 C -2.68774 -4.26592 4.42475
26 C -3.64094 -3.45336 3.82406
27 C -3.32614 -2.73800 2.67971
28 C -2.40080 1.62283 -1.82808
29 C -3.19654 2.76295 -1.97426
30 C -2.70151 3.86298 -2.65283
31 C -1.42442 3.80176 -3.18271
32 C -0.70886 2.62492 -3.02503
33 N -1.18212 1.56028 -2.38113
34 H -4.60235 -0.64804 -0.42340
35 H -4.90433 0.47938 -1.77849
36 H -4.78185 1.06852 -0.11712
37 H -0.13365 -3.72406 2.25512
38 H -0.66707 -4.98648 4.33280
39 H -2.92990 -4.81476 5.32699
40 H -4.63111 -3.37138 4.25671
41 H -4.04974 -2.08531 2.21133
42 H -4.18368 2.79056 -1.53547
43 H -3.30968 4.75318 -2.75785
44 H -0.98501 4.62832 -3.72487
45 H 0.28306 2.51010 -3.45054
46 S 2.35353 0.64463 -4.46284
47 C 1.69868 -0.76382 -3.85672
48 N 0.51974 -0.72684 -3.14043
49 C -0.08518 -1.80834 -2.64254
50 C 0.45909 -3.04231 -2.87910
51 C 1.66895 -3.04758 -3.57476
52 N 2.28508 -1.98131 -4.03357
53 H 0.09379 0.18220 -2.91221
54 H -0.94288 -1.61762 -2.01218
55 H 0.01917 -3.93864 -2.47362
56 H 2.18017 -3.99344 -3.73919
57 C 1.19067 3.95521 2.11051
58 N 1.70841 4.11709 0.74809
59 C 1.45134 5.39666 0.10324
60 C 1.70691 3.04717 -0.04359
61 N 1.72861 2.12843 -0.74640
62 H 0.12849 4.21973 2.15047
63 H 1.74487 4.61997 2.77431
64 H 1.32476 2.92414 2.44135
65 H 0.37777 5.60686 0.03863
66 H 1.87224 5.39120 -0.89972
67 H 1.92928 6.18675 0.68290

Atomic forces in eV per Å
K -0.4 0.2 -0.4
O 0.1 0.0 0.0
C 0.1 0.0 0.0
O 0.0 0.1 0.2
C 0.1 0.0 0.1
O -0.3 0.2 0.1
C 0.1 0.1 0.0
C 0.3 0.1 -0.1
O 0.0 -0.1 -0.1
O 0.2 -0.2 0.2
H -0.1 0.0 0.0
H 0.0 0.0 0.0
H 0.0 0.0 0.0
H 0.0 0.0 0.0
H 0.0 0.0 0.1
C -0.1 0.0 0.1
C 0.1 0.2 0.0
N -0.2 -0.3 0.1
N 0.1 0.4 -0.4
C -0.1 -0.3 0.3
O -0.1 -0.2 0.0
C -0.1 0.0 -0.1
C 0.0 0.0 -0.1
C 0.1 0.0 0.0
C 0.0 0.0 0.0
C 0.0 0.0 0.0
C 0.0 0.1 0.0
C 0.0 -0.1 0.1
C 0.0 0.0 0.0
C 0.0 -0.1 0.0
C 0.1 0.0 -0.1
C -0.1 -0.1 0.0
N 0.0 0.0 0.0
H 0.0 0.0 -0.1
H 0.0 0.0 0.0
H 0.0 0.0 0.0
H 0.0 0.0 0.0
H 0.0 0.0 0.0
H 0.0 0.0 0.0
H 0.0 0.0 0.0
H 0.0 0.0 0.0
H 0.0 0.0 0.0
H 0.0 0.0 0.0
H 0.0 0.0 0.0
H 0.0 0.0 0.0
S 0.0 0.1 0.0
C -0.1 0.0 0.0
N 0.1 0.1 0.0
C 0.2 -0.2 0.1
C -0.2 0.1 0.0
C 0.0 -0.1 0.0
N 0.0 0.0 0.0
H 0.0 -0.1 0.0
H -0.1 -0.1 0.0
H 0.0 0.0 0.0
H 0.0 0.0 0.0
C 0.1 0.0 0.0
N 0.0 0.0 0.0
C 0.0 0.0 0.0
C -0.1 -0.1 0.0
N 0.0 0.1 0.1
H 0.0 0.0 0.0
H 0.0 0.0 0.0
H 0.0 0.0 0.0
H 0.0 0.0 0.0
H 0.0 0.0 0.0
H 0.0 0.0 0.0